C31H30NO6S2 as an isolated structure in a non-equilibrium geometry. Source: the Open Molecules 2025 dataset; level of theory: ωB97M-V with the def2-TZVPD basis set.

For the frontier orbital gap, the calculation gives 0.3278 Eh. The highest occupied orbital energy is -6.502 eV. As for the energy: -2501.9202 Ha. Its charge is -1.

CARTESIAN COORDINATES (ANGSTROEM)
O (-2.06796, -0.86753, 0.66229)
C (-2.33658, -1.64703, -0.21836)
O (-1.49645, -2.05741, -1.21101)
S (0.09432, -1.53505, -1.29091)
O (0.53445, -2.27874, -2.43750)
O (0.05441, -0.11193, -1.41221)
N (0.77170, -1.94393, 0.04808)
S (0.94761, -3.50357, 0.36393)
O (0.75487, -3.71053, 1.78011)
O (2.11585, -4.08616, -0.23610)
C (-3.67114, -2.31330, -0.37928)
C (-3.79112, -3.57563, -0.93443)
C (-5.04612, -4.17875, -1.02652)
C (-6.16494, -3.50415, -0.58302)
C (-6.04196, -2.22971, -0.04882)
C (-4.79421, -1.62972, 0.06553)
H (-0.12422, -4.07050, -0.23648)
H (-2.90481, -4.08660, -1.28311)
H (-5.13279, -5.17107, -1.44653)
H (-7.14092, -3.96552, -0.65436)
H (-6.93217, -1.71561, 0.29279)
H (-4.67882, -0.64076, 0.49311)
C (1.92750, 2.78791, -3.37912)
C (2.51292, 1.55043, -3.14902)
C (3.78384, 1.28832, -3.64330)
C (4.46920, 2.25986, -4.36173)
C (3.88328, 3.49788, -4.58715)
C (2.61027, 3.76072, -4.09728)
H (0.93665, 2.98847, -2.99254)
H (1.97775, 0.79630, -2.58818)
H (4.23663, 0.32114, -3.46727)
H (5.46157, 2.05353, -4.74343)
H (4.41962, 4.25958, -5.13974)
H (2.15303, 4.72714, -4.27232)
C (2.24726, -5.24078, 4.21103)
C (3.04996, -4.47377, 5.04523)
C (3.87089, -5.08344, 5.98458)
C (3.89585, -6.46731, 6.09215)
C (3.09688, -7.23829, 5.25913)
C (2.27441, -6.62477, 4.32344)
H (1.61240, -4.76169, 3.47662)
H (3.03466, -3.39521, 4.95561)
H (4.49399, -4.47974, 6.63312)
H (4.53857, -6.94399, 6.82221)
H (3.11740, -8.31845, 5.33853)
H (1.65170, -7.22627, 3.67335)
C (-5.57805, 3.54449, -0.90887)
C (-5.80840, 2.17630, -0.89712)
C (-7.01229, 1.67902, -0.41683)
C (-7.98899, 2.55088, 0.04389)
C (-7.76072, 3.91939, 0.02813)
C (-6.55384, 4.41604, -0.44590)
H (-4.63645, 3.92911, -1.27797)
H (-5.04967, 1.49504, -1.26060)
H (-7.18303, 0.61035, -0.40570)
H (-8.92811, 2.16327, 0.41822)
H (-8.52257, 4.59906, 0.38815)
H (-6.37284, 5.48327, -0.45259)
C (4.66705, 6.31163, 0.50377)
C (5.82656, 5.79994, 1.06948)
C (6.42509, 4.67304, 0.52296)
C (5.86659, 4.06137, -0.59081)
C (4.70843, 4.57321, -1.15883)
C (4.10830, 5.69688, -0.60843)
H (4.19652, 7.18741, 0.93278)
H (6.26177, 6.27712, 1.93851)
H (7.32512, 4.26861, 0.96856)
H (6.33028, 3.18119, -1.01726)
H (4.27355, 4.09790, -2.02717)
H (3.20047, 6.09109, -1.04748)